1.
C36H50BN6O5P2 | ωB97M-V/def2-TZVPD

Calculated values
Molar mass in g/mol: 719.593
Calculated total energy in Ha: -2814.0954
HOMO in eV: -2.98
HOMO-LUMO gap in eV: 4.92
Charge: -1
Max |F| in hartree/bohr: 0.0478

Element x y z (Å)
C -0.600 -5.321 1.286
C -1.705 -4.690 0.709
C -1.911 -3.219 0.704
B -1.508 -2.559 -0.779
P -3.122 -2.604 -1.885
C -2.921 -1.438 -3.352
C -3.087 -2.255 -4.662
C -4.579 -1.950 -0.944
C -4.461 -0.450 -0.517
O -0.338 -3.326 -1.258
C 0.726 -2.667 -0.626
C 0.417 -1.173 -1.042
N 0.746 -1.024 -2.431
C 2.176 -1.133 -2.727
C 2.618 -0.141 -3.796
P 0.951 0.190 0.111
O 0.067 1.361 -0.068
O 0.887 -0.269 1.655
O 2.463 0.694 -0.203
O -0.952 -1.160 -0.793
H -0.630 -5.843 2.236
H 0.340 -5.197 0.750
H -2.436 -5.342 0.216
H -2.928 -2.984 1.025
H -1.261 -2.847 1.500
H -3.637 -0.619 -3.271
H -1.908 -1.043 -3.290
H -3.523 -3.230 -4.457
H -2.083 -2.454 -5.048
H -3.638 -1.724 -5.443
H -4.791 -2.552 -0.059
H -5.489 -2.009 -1.549
H -3.450 -0.230 -0.181
H -5.206 -0.242 0.258
H -4.744 0.146 -1.385
H 1.618 -3.144 -1.045
H 0.781 -2.736 0.467
H 0.389 -0.151 -2.810
H 2.824 -1.099 -1.848
H 2.338 -2.125 -3.170
H 2.034 -0.327 -4.700
H 3.669 -0.287 -4.043
H 2.454 0.889 -3.472
H 0.335 0.411 2.079
H 2.477 1.662 -0.217
N 6.650 0.994 -1.005
C 5.412 1.390 -0.697
C 5.029 2.723 -0.638
C 5.975 3.698 -0.907
C 7.265 3.305 -1.227
C 7.546 1.948 -1.263
H 4.706 0.597 -0.491
H 4.013 2.995 -0.385
H 5.708 4.748 -0.868
H 8.033 4.036 -1.446
H 8.541 1.594 -1.513
N -4.408 -3.423 3.424
C -5.280 -4.149 4.121
C -6.098 -3.629 5.113
C -6.003 -2.277 5.399
C -5.101 -1.505 4.684
C -4.332 -2.126 3.710
H -5.317 -5.202 3.864
H -6.789 -4.266 5.645
H -6.624 -1.831 6.166
H -4.995 -0.446 4.876
H -3.614 -1.562 3.122
N 4.750 6.639 0.154
C 3.526 6.798 -0.350
C 2.583 7.668 0.175
C 2.927 8.413 1.290
C 4.194 8.261 1.830
C 5.063 7.367 1.226
H 3.299 6.191 -1.220
H 1.605 7.756 -0.278
H 2.219 9.103 1.731
H 4.502 8.824 2.701
H 6.065 7.217 1.613
N -9.253 -5.388 5.736
C -8.432 -6.152 6.455
C -8.490 -7.537 6.480
C -9.458 -8.165 5.715
C -10.322 -7.389 4.961
C -10.176 -6.011 5.006
H -7.693 -5.616 7.041
H -7.794 -8.105 7.081
H -9.537 -9.245 5.706
H -11.092 -7.840 4.350
H -10.827 -5.363 4.429
N 8.436 5.763 -3.408
C 7.344 5.741 -4.171
C 7.276 6.310 -5.434
C 8.404 6.940 -5.931
C 9.549 6.974 -5.152
C 9.512 6.372 -3.904
H 6.485 5.240 -3.738
H 6.362 6.259 -6.010
H 8.392 7.397 -6.913
H 10.451 7.456 -5.503
H 10.385 6.371 -3.261

---

2.
ClHS2 | ωB97M-V/def2-TZVPD

Calculated values
Multiplicity: 3
Molar mass in g/mol: 100.595
Calculated total energy in Ha: -1257.0508
HOMO (spin up / spin down) in eV: -9.60 / -9.46
HOMO-LUMO gap (spin up / spin down) in eV: 9.19 / 6.58
Max |F| in hartree/bohr: 0.0369

Element x y z (Å)
S -1.231 -0.419 0.236
S 0.858 1.698 3.493
Cl -0.282 0.175 2.775
H -0.198 0.551 0.064

---

3.
C2H6IP | ωB97M-V/def2-TZVPD

Calculated values
Molar mass in g/mol: 187.948
Calculated total energy in Ha: -718.7856
HOMO in eV: -9.41
HOMO-LUMO gap in eV: 9.12
Max |F| in hartree/bohr: 0.1024

Element x y z (Å)
C 0.892 0.444 0.135
C 0.248 -0.842 -0.552
P -1.543 -0.942 -0.774
I 0.813 -0.883 -2.857
H 0.167 1.074 -0.262
H 1.854 0.569 -0.183
H 0.706 0.358 1.251
H 0.589 -1.849 -0.371
H -1.668 0.452 -1.258
H -1.953 -0.268 0.445